1.
DFT (ωB97M-V/def2-TZVPD) results for a 2-piece molecular cluster, C3H4ClNO overall.

## Properties
- HOMO-LUMO gap (alpha / beta): 8.83 / 8.83 eV
- Largest force on an atom: 4.97 eV/A
- LUMO (alpha / beta): -1.60 / -1.60 eV
- Calculated total energy: -706.7706 Ha
- Molar mass: 105.52 g mol⁻¹

Structure (XYZ):
```
10
Properties=species:S:1:pos:R:3:forces:R:3:nbo_charge:R:1
C -1.298 -2.292 -1.061 3.35 3.22 1.76 0.03
C -0.054 0.263 0.633 0.20 -0.12 -2.47 -0.71
C 0.412 -0.660 -0.470 0.53 -1.41 -1.18 0.55
N -2.138 -2.841 -1.597 -1.79 -1.33 -1.11 -0.50
O 0.583 -0.044 -1.650 -0.66 0.72 3.27 -0.66
Cl 1.714 -1.860 0.031 -1.51 1.26 -0.68 0.01
H -0.725 -0.199 1.260 -1.57 -1.27 1.32 0.26
H -0.519 1.111 0.164 -0.29 0.31 -0.22 0.25
H 0.746 0.599 1.223 1.47 0.29 0.62 0.25
H 0.598 -0.557 -2.427 0.27 -1.66 -1.30 0.53
```
Positions in Å, forces in eV/Å.

---

2.
DFT (ωB97M-V/def2-TZVPD) results for one molecule with the formula C3H5F2NO.

## Properties
- HOMO-LUMO gap: 10.65 eV
- Largest force on an atom: 9.05 eV/A
- LUMO: 0.60 eV
- Calculated total energy: -446.9742 Ha
- Molar mass: 109.08 g mol⁻¹

Structure (XYZ):
```
12
Properties=species:S:1:pos:R:3:forces:R:3:nbo_charge:R:1
O 2.753 -0.852 -0.051 2.81 -0.33 1.22 -0.56
C 1.677 -0.460 -0.288 -2.63 -1.08 -2.92 0.56
N 0.889 0.432 0.367 7.98 1.47 4.00 -0.66
C -0.296 0.653 -0.157 -6.55 4.57 2.10 -0.25
C -1.525 -0.346 0.432 2.64 0.80 -1.02 0.55
F -0.971 -1.618 0.192 -0.69 1.06 0.85 -0.37
F -2.566 -0.249 -0.401 -0.50 0.23 -0.09 -0.34
H 1.127 -0.852 -1.238 0.50 0.37 1.17 0.08
H 1.611 1.196 0.932 -3.42 -2.76 -1.86 0.43
H -0.358 0.441 -1.148 -0.11 -0.78 -3.09 0.20
H -0.481 1.873 -0.122 -0.44 -3.17 0.22 0.21
H -1.860 -0.217 1.481 0.40 -0.35 -0.57 0.14
```
Positions in Å, forces in eV/Å.

---

3.
DFT (ωB97M-V/def2-TZVPD) results for C23H37AsN2O2OsSi3 as an isolated structure.

## Properties
- HOMO-LUMO gap (alpha / beta): 7.47 / 5.11 eV
- Largest force on an atom: 0.40 eV/A
- LUMO (alpha / beta): -6.56 / -8.93 eV
- Calculated total energy: -4353.0538 Ha
- Molar mass: 722.97 g mol⁻¹
- Net charge: +2
- 2S+1: 5

Structure (XYZ):
```
69
Properties=species:S:1:pos:R:3:forces:R:3:mulliken_spin:R:1
Os -0.341 -0.404 -1.173 0.06 -0.03 -0.40 2.98
O -0.280 -2.286 -1.377 0.04 -0.17 -0.05 0.27
C 0.435 -3.110 -2.186 -0.12 0.12 0.15 0.08
C 0.199 -4.469 -2.081 0.11 0.01 -0.12 0.02
C 0.916 -5.343 -2.887 -0.07 -0.02 0.07 0.01
C 1.869 -4.878 -3.790 0.06 0.06 -0.04 0.02
C 2.104 -3.525 -3.891 -0.03 -0.05 0.01 0.02
C 1.391 -2.608 -3.095 0.03 -0.01 -0.03 0.01
C 1.677 -1.223 -3.266 -0.01 -0.09 0.04 0.03
N 1.086 -0.250 -2.634 0.02 0.16 -0.02 -0.01
N 1.505 1.041 -2.939 -0.01 -0.10 0.03 0.04
C 0.825 1.908 -2.272 -0.17 -0.02 0.08 0.02
O -0.141 1.490 -1.412 0.02 0.22 -0.02 0.17
C 1.042 3.347 -2.371 0.09 -0.09 -0.05 0.01
C 0.104 4.242 -1.858 -0.01 0.03 0.02 0.00
C 0.325 5.604 -1.966 0.02 0.01 -0.01 0.00
C 1.481 6.071 -2.580 0.00 0.01 0.00 0.00
C 2.415 5.180 -3.094 -0.01 -0.02 0.00 0.00
C 2.200 3.818 -2.995 0.01 0.07 -0.02 0.00
H -0.543 -4.829 -1.382 -0.01 0.01 0.01 0.00
H 0.724 -6.405 -2.809 0.01 0.00 0.00 0.00
H 2.419 -5.573 -4.407 -0.01 0.00 0.00 0.00
H 2.839 -3.146 -4.590 0.01 -0.01 0.00 0.00
H 2.440 -0.925 -3.980 -0.01 -0.01 -0.01 0.00
H -0.803 3.877 -1.397 -0.01 -0.02 0.01 0.00
H -0.403 6.303 -1.580 0.00 -0.01 0.00 0.00
H 1.654 7.135 -2.662 -0.01 0.00 0.00 0.00
H 3.311 5.551 -3.573 0.00 0.00 0.00 0.00
H 2.922 3.118 -3.394 -0.01 -0.01 0.01 0.00
C 0.933 -3.206 1.735 0.00 0.02 0.01 -0.01
Si -0.737 -2.507 2.165 0.00 -0.04 -0.01 0.03
C -2.160 -3.395 1.361 -0.02 0.03 0.00 0.01
C -0.963 -2.293 3.995 -0.01 -0.06 -0.01 0.01
As -0.765 -0.261 1.247 -0.02 -0.02 0.37 0.14
Si -2.966 0.806 1.389 -0.02 0.03 -0.02 0.06
C -3.541 0.435 3.113 -0.01 0.02 0.00 0.02
C -2.694 2.607 1.046 0.00 -0.02 0.03 -0.01
C -3.963 -0.043 0.069 0.03 -0.04 -0.03 0.02
Si 1.198 0.999 1.944 -0.05 0.03 0.02 0.03
C 0.818 2.805 1.774 0.04 0.01 0.00 -0.01
C 1.544 0.488 3.693 0.04 -0.02 -0.01 0.00
C 2.499 0.426 0.732 0.05 0.00 0.01 0.03
H 0.967 -4.247 2.068 0.01 0.00 0.01 0.00
H 1.733 -2.676 2.257 0.01 0.00 -0.02 0.00
H 1.144 -3.197 0.665 -0.02 0.01 0.01 0.01
H -2.089 -4.463 1.583 0.00 0.00 0.03 0.00
H -2.178 -3.282 0.276 0.03 0.01 0.01 -0.01
H -3.113 -3.045 1.763 -0.01 -0.01 -0.02 0.00
H -1.018 -3.288 4.446 0.01 0.00 0.00 0.00
H -1.888 -1.774 4.248 -0.01 0.01 -0.01 0.00
H -0.129 -1.769 4.462 0.00 0.01 -0.01 0.00
H -2.814 0.736 3.870 0.01 0.00 -0.01 0.00
H -3.780 -0.620 3.251 0.02 -0.01 0.00 0.00
H -4.457 1.003 3.302 0.00 0.00 -0.02 0.00
H -2.184 3.109 1.868 0.00 0.00 -0.01 0.00
H -3.671 3.082 0.919 0.00 0.01 0.00 0.00
H -2.123 2.766 0.131 0.00 -0.01 -0.02 0.01
H -4.063 -1.112 0.258 0.00 0.00 -0.01 0.01
H -3.541 0.094 -0.931 0.01 0.03 0.01 -0.01
H -4.968 0.386 0.041 -0.01 -0.01 0.03 0.00
H 0.153 3.157 2.563 -0.01 -0.01 0.00 0.00
H 0.388 3.062 0.806 0.01 -0.02 -0.01 0.00
H 1.759 3.354 1.871 -0.01 0.00 0.01 0.00
H 0.685 0.632 4.349 -0.01 0.01 -0.02 0.00
H 2.354 1.114 4.078 0.01 -0.01 -0.01 0.00
H 1.872 -0.551 3.768 -0.01 0.00 0.00 0.00
H 2.400 0.931 -0.233 0.02 -0.02 0.01 -0.01
H 2.503 -0.656 0.575 -0.04 -0.01 0.03 0.00
H 3.486 0.685 1.126 0.00 0.04 -0.02 0.00
```
Positions in Å, forces in eV/Å.

---

4.
DFT (ωB97M-V/def2-TZVPD) results for a 2-piece molecular cluster, CH2ClFO2S overall.

## Properties
- HOMO-LUMO gap: 9.51 eV
- Largest force on an atom: 3.17 eV/A
- LUMO: -1.33 eV
- Calculated total energy: -1147.9915 Ha
- Molar mass: 132.54 g mol⁻¹

Structure (XYZ):
```
8
Properties=species:S:1:pos:R:3:forces:R:3:nbo_charge:R:1
C -1.387 0.487 -1.063 0.00 -3.04 0.89 0.03
O 2.744 -1.082 0.542 0.06 -0.43 1.74 -0.82
O 1.362 -0.046 2.251 0.84 -0.89 0.59 -0.81
F -2.239 0.519 0.019 0.11 -0.37 0.17 -0.35
S 2.361 -1.046 1.949 -0.70 1.26 -2.08 1.63
Cl 0.276 0.402 -0.520 0.38 1.04 0.02 -0.04
H -1.382 -0.523 -1.545 -1.17 1.07 0.03 0.18
H -1.736 1.288 -1.633 0.48 1.35 -1.37 0.18
```
Positions in Å, forces in eV/Å.

---

5.
DFT (ωB97M-V/def2-TZVPD) results for a 3-piece molecular cluster, C28H38N2O11 overall.

## Properties
- HOMO-LUMO gap: 8.05 eV
- Largest force on an atom: 3.33 eV/A
- LUMO: -0.94 eV
- Calculated total energy: -2026.5485 Ha
- Molar mass: 578.62 g mol⁻¹

Structure (XYZ):
```
79
Properties=species:S:1:pos:R:3:forces:R:3:lowdin_charge:R:1
N 0.818 -2.934 2.306 0.02 0.84 -0.67 0.05
C 0.616 -1.714 1.534 -1.24 2.41 -0.35 -0.21
C 1.369 -1.364 0.323 -1.15 1.50 0.18 0.00
C 1.088 -0.112 -0.431 -1.77 -0.02 1.92 -0.04
C 0.021 0.839 -0.001 0.95 -2.82 1.50 0.00
C -0.727 0.469 1.206 0.30 -1.07 0.13 -0.06
C -0.460 -0.775 1.988 1.03 0.65 -2.12 0.00
C -1.359 -1.066 3.251 -0.55 0.66 -0.87 -0.28
O -0.926 -1.476 4.306 -0.30 -0.03 -0.92 0.10
C -2.885 -0.729 3.039 -0.53 0.60 -0.70 -0.05
C -3.932 -1.617 3.549 -0.20 2.43 -1.42 0.06
C -5.342 -1.265 3.275 1.86 1.14 -0.36 -0.08
C -6.487 -2.227 3.795 0.79 0.62 -1.83 -0.12
O -5.907 -3.535 3.980 -0.38 1.20 2.17 -0.19
O -5.767 -4.103 2.734 -0.24 -0.87 -2.23 -0.03
C -5.589 -0.030 2.508 1.41 -0.31 -0.06 -0.16
N -6.989 0.326 2.185 0.35 0.72 1.42 0.14
C -7.580 0.723 3.203 0.80 -1.67 -0.17 -0.29
O -8.097 0.884 4.231 -0.28 0.68 -0.62 0.20
C -4.547 0.877 1.994 1.31 -2.04 1.41 0.07
C -3.148 0.521 2.262 -1.53 -1.69 0.84 -0.04
C -1.912 1.354 1.750 0.04 -1.02 -0.14 -0.26
O -1.873 2.564 1.777 -0.36 -1.26 -0.25 0.09
H 1.352 -2.706 3.153 -0.31 -0.19 -0.43 0.09
H -0.107 -3.257 2.610 0.63 0.11 0.03 0.07
H 2.179 -2.039 -0.069 -1.06 0.67 0.58 0.11
H 1.632 0.159 -1.370 -0.38 -0.59 1.09 0.10
H -0.211 1.765 -0.583 0.24 -1.00 0.73 0.11
H -3.624 -2.539 4.102 -0.53 1.03 -0.50 0.13
H -6.960 -1.848 4.745 0.64 -0.78 -0.90 0.15
H -7.240 -2.316 2.952 0.55 0.21 1.17 0.14
H -4.842 -4.383 2.596 -0.23 0.52 0.73 0.12
H -4.778 1.804 1.420 -0.01 -1.01 0.61 0.13
C 2.088 9.734 0.035 -0.21 -0.12 0.13 -0.11
O 1.060 8.769 0.125 0.30 -0.08 -0.21 -0.20
C 0.310 8.656 -1.077 -0.16 -0.16 0.46 -0.20
C -0.220 7.241 -1.252 0.00 0.02 -0.21 -0.18
O 0.773 6.301 -1.657 0.02 0.09 0.21 -0.13
C 1.728 5.915 -0.668 -0.06 -0.21 -0.14 -0.17
C 1.146 5.049 0.441 0.21 0.43 0.21 -0.20
O 0.428 5.840 1.373 -0.23 0.05 -0.20 -0.20
C -0.626 5.124 1.989 0.16 0.36 -0.03 -0.11
H 1.663 10.738 -0.068 0.12 0.09 -0.08 0.09
H 2.676 9.689 0.951 -0.11 -0.01 0.01 0.09
H 2.752 9.519 -0.809 -0.01 0.10 -0.07 0.09
H 0.921 8.921 -1.946 0.03 -0.02 -0.01 0.12
H -0.533 9.355 -1.007 -0.07 -0.01 -0.24 0.13
H -0.948 7.258 -2.068 0.12 0.02 -0.04 0.13
H -0.754 6.894 -0.366 0.16 0.15 0.15 0.12
H 2.254 6.783 -0.271 -0.15 0.00 0.21 0.12
H 2.469 5.317 -1.207 -0.12 -0.03 -0.03 0.13
H 1.964 4.557 0.983 0.06 -0.18 -0.17 0.13
H 0.502 4.282 -0.005 -0.03 0.01 0.00 0.12
H -1.308 4.717 1.240 0.09 -0.07 0.06 0.07
H -1.187 5.818 2.618 0.15 0.04 0.00 0.09
H -0.229 4.320 2.611 -0.12 -0.15 -0.02 0.08
C 0.602 -7.144 -3.542 0.22 0.02 -0.15 -0.11
O 1.770 -6.436 -3.906 -0.12 0.04 0.35 -0.20
C 1.541 -5.040 -4.046 0.39 -0.26 -0.20 -0.20
C 2.793 -4.250 -3.697 -0.14 0.19 0.06 -0.18
O 3.055 -4.176 -2.297 0.03 -0.20 -0.10 -0.14
C 3.526 -5.372 -1.674 0.12 0.20 0.13 -0.17
C 4.944 -5.755 -2.074 -0.33 -0.35 -0.06 -0.20
O 4.959 -6.360 -3.359 0.04 0.32 -0.17 -0.20
C 6.173 -6.142 -4.047 -0.21 -0.12 0.03 -0.11
H -0.134 -7.110 -4.352 -0.15 -0.02 0.08 0.09
H 0.879 -8.182 -3.357 0.05 0.05 -0.09 0.09
H 0.169 -6.735 -2.623 -0.11 0.03 -0.03 0.09
H 0.718 -4.712 -3.402 0.00 0.00 0.04 0.12
H 1.271 -4.853 -5.093 -0.08 0.24 0.03 0.13
H 2.632 -3.215 -4.013 -0.07 -0.03 0.09 0.13
H 3.666 -4.609 -4.243 -0.10 -0.24 0.01 0.12
H 2.826 -6.194 -1.825 0.15 -0.09 -0.19 0.12
H 3.527 -5.153 -0.602 0.06 0.09 -0.07 0.13
H 5.337 -6.487 -1.358 0.04 0.15 0.18 0.13
H 5.576 -4.860 -2.052 -0.01 0.01 -0.03 0.13
H 6.382 -5.070 -4.136 0.10 0.00 0.06 0.09
H 6.072 -6.553 -5.052 -0.05 -0.06 0.10 0.09
H 6.999 -6.644 -3.537 0.16 0.07 -0.02 0.09
```
Positions in Å, forces in eV/Å.

---

6.
DFT (ωB97M-V/def2-TZVPD) results for a 8-piece molecular cluster, C3H22O8 overall.

## Properties
- HOMO-LUMO gap: 8.39 eV
- Largest force on an atom: 2.22 eV/A
- LUMO: -0.38 eV
- Calculated total energy: -729.3660 Ha
- Molar mass: 186.20 g mol⁻¹

Structure (XYZ):
```
33
Properties=species:S:1:pos:R:3:forces:R:3:nbo_charge:R:1
O 23.510 -24.084 7.179 0.12 -0.39 -0.41 -0.85
H 22.943 -24.073 6.371 0.20 0.07 -0.10 0.55
H 22.804 -23.843 7.932 -0.91 1.75 1.02 0.54
H 24.156 -23.326 7.161 0.03 -0.65 -0.17 0.55
C 20.612 -20.905 8.586 -0.88 -0.37 -0.46 -0.64
C 21.965 -21.596 8.648 0.90 -0.07 -1.24 0.13
C 22.816 -20.902 9.707 0.02 0.16 0.59 -0.64
O 21.907 -22.990 8.711 -0.25 -1.05 0.74 -0.97
H 20.129 -20.810 9.561 0.23 0.03 0.10 0.21
H 19.902 -21.482 7.984 0.18 -0.09 -0.01 0.20
H 20.647 -19.925 8.103 0.28 0.10 0.26 0.20
H 22.493 -21.429 7.681 -0.15 0.70 0.01 0.09
H 22.895 -19.824 9.535 0.08 -0.09 -0.42 0.21
H 23.823 -21.316 9.786 -0.04 -0.06 -0.03 0.21
H 22.338 -20.938 10.690 0.01 -0.30 -0.04 0.20
O 21.373 -24.633 5.539 0.06 -0.20 0.05 -0.97
H 20.947 -25.278 6.120 -0.05 0.14 0.08 0.50
H 20.692 -24.381 4.910 0.06 0.07 0.00 0.49
O 21.988 -23.476 11.451 -0.16 0.04 -0.33 -0.98
H 22.277 -22.638 11.816 0.02 -0.02 0.01 0.45
H 21.915 -23.318 10.475 -0.04 0.01 0.43 0.49
O 23.423 -22.043 5.191 -0.04 0.14 -0.24 -0.97
H 23.434 -21.969 4.231 -0.03 -0.04 0.03 0.49
H 22.671 -21.508 5.477 0.10 -0.03 0.10 0.49
O 19.234 -24.082 8.191 0.20 -0.19 -0.23 -0.97
H 20.143 -23.760 8.365 0.04 0.16 0.17 0.51
H 18.928 -23.554 7.449 -0.03 0.05 0.06 0.45
O 23.571 -25.728 10.396 0.19 -0.35 -0.28 -0.93
H 23.107 -25.071 9.867 -0.06 0.15 0.31 0.47
H 24.505 -25.542 10.264 -0.03 0.04 0.01 0.46
O 25.657 -22.601 6.819 0.08 0.43 -0.37 -0.97
H 26.616 -22.622 6.757 -0.01 -0.16 0.22 0.50
H 25.359 -22.122 6.031 -0.11 0.02 0.13 0.50
```
Positions in Å, forces in eV/Å.

---

7.
DFT (ωB97M-V/def2-TZVPD) results for a 2-piece molecular cluster, C3H5N overall.

## Properties
- HOMO-LUMO gap: 11.38 eV
- Largest force on an atom: 1.92 eV/A
- LUMO: 0.99 eV
- Calculated total energy: -171.9742 Ha
- Molar mass: 55.08 g mol⁻¹

Structure (XYZ):
```
9
Properties=species:S:1:pos:R:3:forces:R:3:nbo_charge:R:1
C 0.040 -0.613 1.571 0.88 -0.27 0.87 0.08
N -0.579 -0.431 2.503 -1.44 0.19 1.26 -0.32
H 0.824 -0.704 0.909 0.82 -0.52 -0.72 0.21
C 0.359 0.796 -0.706 1.12 -0.36 -0.74 -0.39
C -0.513 -0.181 -0.968 0.69 -0.78 0.22 -0.38
H 1.431 0.601 -0.395 -1.38 -0.04 -0.38 0.18
H 0.222 1.857 -0.865 -0.58 -0.03 0.00 0.21
H -1.555 -0.058 -1.244 0.23 0.35 -0.15 0.21
H -0.229 -1.267 -0.804 -0.35 1.46 -0.36 0.19
```
Positions in Å, forces in eV/Å.

---

8.
DFT (ωB97M-V/def2-TZVPD) results for a 13-piece molecular cluster, C7H32O12 overall.

## Properties
- HOMO-LUMO gap: 9.17 eV
- Largest force on an atom: 8.28 eV/A
- LUMO: 0.00 eV
- Calculated total energy: -1188.6865 Ha
- Molar mass: 308.32 g mol⁻¹

Structure (XYZ):
```
51
Properties=species:S:1:pos:R:3:forces:R:3:nbo_charge:R:1
C -1.350 3.019 1.509 -3.02 -0.86 2.55 -0.67
C -0.676 2.693 0.251 0.56 0.23 -0.02 -0.02
C -1.044 3.402 -0.871 -1.66 0.82 0.58 -0.22
C -0.306 3.186 -1.992 0.17 2.61 -3.76 -0.21
C 0.974 2.642 -1.953 -1.84 -1.94 -0.55 -0.21
C 1.136 1.636 -0.985 -0.09 2.86 0.37 -0.24
C 0.347 1.737 0.160 -0.81 1.05 -0.97 -0.25
H -0.751 2.937 2.440 0.08 0.85 -0.95 0.26
H -2.051 3.932 1.464 1.55 -1.10 0.06 0.22
H -2.108 2.206 1.819 0.72 0.74 -0.89 0.21
H -1.879 4.180 -0.784 1.12 -1.51 -0.51 0.23
H -0.650 3.592 -3.041 0.73 -0.26 2.32 0.21
H 1.568 2.826 -2.833 0.42 -0.63 -0.01 0.23
H 1.989 1.043 -1.089 1.29 -1.04 0.40 0.20
H 0.475 1.218 1.050 0.64 -1.47 1.10 0.23
H 2.408 -2.290 1.152 -0.98 0.40 1.55 0.51
H 2.443 -2.626 2.664 0.14 -0.18 0.25 0.48
O 1.978 -2.060 2.046 1.11 -0.45 -2.13 -0.99
H -1.151 -4.603 0.209 1.78 0.30 -1.36 0.51
H -0.406 -3.794 -1.015 -0.20 -2.12 1.70 0.47
O -0.341 -4.626 -0.416 -1.55 2.02 -0.21 -0.99
H -2.620 -0.825 1.930 -2.03 2.43 0.19 0.46
H -1.306 -1.316 2.313 0.37 0.04 -0.31 0.50
O -2.106 -1.572 1.819 1.88 -1.45 -0.02 -0.96
H -3.548 -3.821 1.653 -0.51 0.74 -0.05 0.47
H -2.347 -3.119 2.563 -1.96 -2.56 -2.32 0.51
O -2.714 -3.984 2.070 2.18 0.67 2.06 -1.01
H 1.235 -0.552 -1.836 -0.01 0.42 -0.34 0.49
H 0.834 -1.430 -0.677 0.33 -0.28 2.12 0.48
O 0.686 -1.290 -1.582 -1.16 0.05 -2.04 -0.96
H -1.435 0.828 -1.703 -1.26 -0.07 -0.83 0.49
H -1.856 -0.522 -1.519 -0.50 -0.59 -0.13 0.49
O -2.196 0.248 -1.996 1.75 0.65 1.56 -0.95
H 0.032 0.451 3.258 -0.42 1.55 0.86 0.49
H 0.904 -0.661 2.969 3.82 -1.94 0.58 0.49
O 0.085 -0.349 2.772 -3.48 0.69 -1.13 -0.96
H 2.083 -3.733 -0.574 0.37 1.50 -1.33 0.51
H 2.185 -2.546 -1.688 -1.40 0.20 -1.60 0.50
O 2.535 -2.902 -0.908 1.40 -2.36 3.51 -1.00
H 1.606 2.005 3.181 6.21 -2.22 -2.78 0.49
H 1.017 3.221 4.090 0.90 -1.05 -0.81 0.50
O 0.942 2.390 3.582 -6.73 3.04 3.75 -0.98
H -1.995 0.509 -4.812 0.62 3.53 -1.00 0.45
H -2.434 -0.296 -3.619 0.44 0.20 -1.09 0.50
O -2.187 -0.343 -4.582 -0.81 -3.64 1.59 -0.97
H 2.851 -0.028 1.882 -1.69 -2.88 -1.90 0.48
H 3.776 1.083 1.862 -0.37 -0.17 0.96 0.47
O 3.196 0.571 2.471 1.99 3.19 1.03 -0.95
H 1.127 -1.359 -4.179 1.09 -7.20 0.94 0.45
H 0.042 -0.392 -4.221 0.02 -0.08 -0.15 0.49
O 1.001 -0.515 -4.300 -1.23 7.28 -0.86 -0.95
```
Positions in Å, forces in eV/Å.

---

Question: Which formula does entry 2 have?
Answer: C3H5F2NO

---

Question: Which of these has the lowest molar mass?
Answer: C3H5N